7 unconnected molecules or ions with the total composition C29H46Cl12O5. Source: the Open Molecules 2025 dataset; level of theory: ωB97M-V with the def2-TZVPD basis set.

Summary:
**Calculated total energy**: -191311.519 eV
**Total charge**: 0
**HOMO level**: -9.55 eV
**Structure (SMILES)**: CC(=O)OCCCCCCC1=CC(=O)C(C[C@@H]2CO2)=CC1=O.ClCCCl.ClCCCl.ClCCCl.ClCCCl.ClCCCl.ClCCCl
**LUMO level**: -1.65 eV

Last column: Mulliken charge in e.
Atoms and positions in Å:
H 1.96 2.42 1.01  0.309
C -11.49 2.41 -2.71  -0.493
Cl -11.93 2.23 -0.99  -0.187
H -2.28 9.15 1.47  0.354
C 9.15 -6.48 -5.39  -0.200
C -2.65 8.13 1.29  -0.493
O -5.91 1.90 2.83  -0.622
C 0.30 2.54 -0.61  -0.650
H 6.45 -4.31 3.53  0.293
H -8.85 -1.33 0.44  0.260
Cl -9.33 0.71 -2.61  -0.083
H 4.49 -4.52 -2.28  0.324
C -10.93 1.12 -3.29  -0.504
Cl -1.40 7.02 1.92  -0.192
H -10.77 3.23 -2.79  0.314
C 4.82 -3.13 2.76  0.529
H 9.00 -7.51 -5.06  0.341
H 0.96 -3.27 5.37  0.328
H -10.79 1.23 -4.37  0.283
H 3.16 2.73 -1.35  0.257
Cl -4.74 6.38 1.55  -0.117
O 5.40 1.21 -0.83  -0.358
C -4.10 3.05 1.45  -0.330
C -7.87 1.09 0.48  -0.397
Cl 1.83 -4.44 3.54  -0.189
H -3.57 3.58 2.35  0.363
H -4.69 8.72 1.66  0.300
H -8.72 1.58 -0.17  0.189
H 7.28 1.12 1.81  0.316
H 7.08 -0.80 1.83  0.036
C 6.57 0.22 1.49  -0.496
C -6.31 -1.39 0.11  -0.572
C -5.52 2.18 1.58  0.266
C 6.33 0.27 -0.13  0.607
H -0.17 1.89 -1.46  0.230
Cl 7.07 -4.35 0.37  -0.177
C -2.02 3.94 -0.15  0.069
C -3.99 7.94 1.97  -0.475
Cl 6.43 -5.77 -2.67  -0.169
C -5.66 1.83 -1.07  -0.308
C -6.37 1.67 0.23  0.307
H -6.25 1.50 -2.04  0.211
H -1.39 1.89 0.78  0.276
H 5.42 -3.61 4.79  0.375
H -1.98 4.97 0.42  -0.429
C 4.08 0.87 -0.28  -0.021
C 5.87 -3.42 3.81  -0.493
O 7.00 -0.60 -0.92  -0.539
H 5.58 0.32 2.13  0.212
H -8.16 1.01 1.63  0.325
Cl 8.60 -6.34 -7.08  -0.186
H 4.21 -4.02 2.58  0.276
Cl 11.73 -7.20 -5.99  -0.188
H -0.90 -4.76 4.47  0.314
C -3.47 3.14 0.10  0.271
H 2.50 1.00 -1.98  0.281
H -5.39 -0.86 -0.38  0.220
H 5.27 -2.83 1.80  -0.602
H 4.82 -5.64 -0.94  0.356
O -7.13 -1.02 -1.26  -0.340
H -6.24 -2.49 -0.28  0.341
C -4.13 2.40 -1.20  0.370
H -11.60 0.27 -3.12  0.331
C 0.70 -3.30 4.31  -0.394
H 10.78 -5.06 -5.64  0.322
H 8.50 -5.83 -4.79  0.054
H 3.94 -0.31 -0.39  0.123
C 10.60 -6.06 -5.22  -0.436
H 0.69 3.56 -1.10  0.304
H 4.00 1.20 0.86  0.125
C 1.58 1.78 0.08  -0.462
H 1.27 0.70 0.47  0.225
O -3.49 2.18 -2.38  -0.599
C 2.81 1.63 -1.04  -0.579
H -2.72 7.98 0.21  0.326
H -0.39 3.37 1.48  0.294
C 5.27 -4.91 -1.62  -0.512
H 6.47 -3.09 -1.54  0.385
Cl 3.70 -1.83 3.26  -0.196
H 10.86 -6.03 -4.16  0.289
Cl 7.03 -2.08 4.00  -0.185
Cl -1.30 -3.59 2.45  -0.187
C -0.75 -3.72 4.14  -0.447
H 0.88 -2.31 3.89  0.255
H -1.40 -3.08 4.74  0.317
H -3.90 7.99 3.06  0.313
C -7.87 -0.64 0.06  0.007
H -12.40 2.69 -3.24  0.350
H 5.16 -3.18 -0.34  0.034
C 5.93 -3.77 -0.86  -0.207
H -1.78 4.04 -1.31  0.411
C -0.86 2.92 0.50  -0.550

A molecular structure, C17H37N3O24S5. Source: the Open Molecules 2025 dataset; level of theory: ωB97M-V with the def2-TZVPD basis set.

Summary:
**2S+1**: 2
**Calculated total energy**: -125994.970 eV
**Total charge**: +1
**HOMO level (alpha / beta)**: -10.87 / -10.87 eV
**LUMO level (alpha / beta)**: -4.41 / -9.05 eV

Last column: Mulliken charge in e.
Atoms and positions in Å:
N -4.16 23.84 -16.91  1.002
H -1.28 26.39 -17.72  0.398
H -5.21 19.84 -13.36  0.209
O -4.80 24.73 -16.34  -0.459
C -3.33 25.47 -10.63  -0.297
C -0.63 24.67 -15.88  0.019
C -3.56 22.67 -16.17  -0.868
H -3.73 25.28 -9.64  0.332
O -3.93 19.65 -19.39  -0.342
H -9.12 26.67 -15.09  0.362
C -4.67 16.74 -14.80  -0.982
S -4.00 25.85 -13.15  0.932
H -2.18 23.85 -11.45  0.238
O -3.51 16.55 -12.31  -0.624
S -4.66 19.71 -20.63  0.923
C -5.29 19.14 -14.19  -0.787
C -9.13 25.77 -15.70  -0.532
O -4.12 26.22 -11.53  -0.371
H -1.40 25.07 -18.91  0.250
H -4.60 19.56 -14.93  0.160
C -4.03 27.72 -21.16  -0.180
H -5.63 21.70 -18.88  0.013
H -4.37 21.95 -16.05  0.510
C -3.23 24.12 -11.41  -0.328
H 1.15 23.25 -18.01  0.323
O -7.90 22.27 -15.80  -0.474
O -2.21 20.19 -14.21  -0.227
H -0.94 25.67 -15.56  0.501
H -4.73 25.91 -20.02  0.160
O -5.28 26.05 -13.85  -0.401
O -6.11 20.38 -20.42  -0.374
H -3.75 23.33 -10.87  0.317
H -6.32 19.04 -14.51  0.409
H -2.98 27.98 -21.33  0.314
O -7.07 27.63 -20.27  -0.518
H -0.07 22.47 -17.03  0.242
C -3.99 17.63 -12.68  0.185
H -4.24 27.20 -22.10  0.284
H -3.12 22.98 -15.22  -0.075
C -7.93 25.80 -16.75  0.051
H -1.82 20.78 -12.22  0.395
H -8.16 26.51 -17.54  0.204
O -3.76 24.31 -12.73  -0.163
H 0.80 20.55 -12.84  0.343
O -1.69 17.78 -14.90  -0.508
O -9.91 23.11 -17.03  -0.550
O -6.46 29.69 -18.90  -0.509
O -9.01 24.51 -15.15  -0.353
H -10.15 25.76 -16.09  0.379
O -7.82 24.48 -17.22  -0.185
H 0.12 25.90 -18.59  0.443
H -3.77 16.13 -14.77  0.315
O -2.81 26.38 -13.85  -0.540
H -2.79 22.24 -16.82  0.271
C -0.78 25.50 -18.12  -0.961
O -4.79 18.54 -21.48  -0.553
H -4.00 18.57 -12.11  0.270
O -3.80 23.97 -18.05  -0.343
S -6.03 28.51 -19.70  1.065
C -1.36 20.72 -13.21  -0.013
H -4.00 22.72 -20.16  -0.143
O -0.60 23.70 -15.06  -0.329
N -0.40 24.50 -17.21  0.365
H -6.77 22.30 -20.04  0.378
C -0.02 19.94 -13.19  -0.415
H -0.02 19.04 -12.58  0.313
C 0.08 23.25 -17.77  -0.661
C -4.75 22.23 -20.78  0.315
O -4.89 28.77 -20.93  -0.389
H -5.51 16.06 -14.69  0.341
H -2.32 25.87 -10.55  0.278
H -5.11 22.85 -21.60  0.328
O 0.01 19.69 -14.60  -0.411
H -4.74 17.18 -15.80  0.325
H -1.04 21.74 -13.42  -0.050
O -4.93 27.55 -18.97  -0.251
O -1.51 19.61 -16.62  -0.492
H -0.45 23.09 -18.70  0.345
N -4.70 17.85 -13.81  0.177
C -5.87 21.69 -19.94  -0.163
H -3.28 26.53 -19.32  -0.528
H -6.98 26.11 -16.32  0.104
S -1.44 19.19 -15.23  1.089
O -4.23 21.09 -21.42  -0.398
S -8.71 23.40 -16.34  1.044
C -4.17 26.83 -19.88  0.523

A molecular structure, C16H12AuCl5N4O2S2. Source: the Open Molecules 2025 dataset; level of theory: ωB97M-V with the def2-TZVPD basis set.

Summary:
**Calculated total energy**: -114817.057 eV
**Energy above the lowest of the compared OMol25 structures with the same formula, charge and spin**: 0.00 kJ/mol
**Total charge**: 0
**HOMO level**: -8.67 eV
**LUMO level**: -1.89 eV

Last column: Mulliken charge in e.
Atoms and positions in Å:
C -2.00 0.00 -4.57  0.627
H -1.25 0.18 2.89  0.377
Cl -3.60 -3.69 1.92  -0.182
C -1.72 -2.23 0.67  0.641
Cl 1.67 -4.80 2.12  -0.187
C -1.98 -3.33 1.47  0.016
C -1.10 1.19 2.51  -1.169
C 2.00 1.94 -1.20  -0.869
Cl -3.01 -1.22 0.12  -0.162
H 2.50 2.75 2.56  0.297
S -1.57 -1.01 -3.21  -0.375
C 0.45 1.59 0.67  0.677
H -1.23 1.90 3.33  0.361
Au -1.03 0.50 -1.63  0.771
H 2.73 1.22 -1.57  0.356
N 0.24 1.32 1.97  0.209
Cl 2.24 -2.33 0.30  -0.189
C -2.25 -0.69 -5.79  -0.217
C -0.94 -4.14 1.93  0.329
H 3.13 0.27 0.89  0.145
O -0.07 -0.87 -0.46  -0.632
C 0.37 -3.83 1.56  -0.010
N 1.70 1.62 0.18  0.325
C 2.87 1.32 1.01  -0.507
C 0.63 -2.73 0.75  0.549
C -2.54 2.18 -5.52  -0.196
S -1.77 2.17 -2.95  -0.335
H -1.83 1.40 1.74  0.330
H 3.70 1.92 0.62  0.422
C 2.60 1.67 2.46  -0.708
O -0.57 1.83 -0.07  -0.799
N -2.47 -1.28 -6.75  -0.394
N -2.85 2.88 -6.37  -0.395
H 1.12 1.88 -1.83  0.198
Cl -1.27 -5.50 2.93  -0.186
C -0.41 -1.90 0.27  -0.577
H 1.02 1.31 3.88  0.398
C -2.12 1.33 -4.45  0.617
H 2.40 2.95 -1.28  0.356
H 3.44 1.34 3.08  0.361
C 1.32 0.99 2.89  -0.533
H 1.45 -0.10 2.92  0.259